Record 1
DFT (wB97M-V/def2-TZVPD) results for C28H37ClIN6O3Sn as an isolated structure.

ORCA input file:
```
! RIJCOSX wB97M-V def2-TZVPD def2/J DEFGRID3
* xyz 1 1
Sn -0.45352 -1.29390 -0.40864
C -4.07696 1.57532 0.99650
C -2.87777 0.88216 0.41646
N -2.43981 -0.23395 0.82106
C -3.06700 -0.89877 1.95691
C -2.60600 -2.34353 2.05779
N -1.14515 -2.44907 1.97878
C -0.38855 -1.85790 3.08736
C 0.96450 -1.39619 2.58114
N 0.75737 -0.44147 1.47196
C 2.00824 0.12816 1.04386
C 2.41608 -0.65542 -0.21702
N 1.40629 -0.41568 -1.21349
C 1.43642 0.94749 -1.72250
C 2.03362 0.98232 -3.13677
C 0.03384 1.57679 -1.69036
C -0.31168 2.71892 -2.41058
C -1.56251 3.27038 -2.22280
C -2.44585 2.69513 -1.31495
C -2.04575 1.56320 -0.64029
N -0.83819 1.01854 -0.85615
H -3.86922 1.80596 2.04458
H -4.95507 0.92909 0.96561
H -4.31931 2.50648 0.49612
H -4.15781 -0.88472 1.90295
H -2.78942 -0.32956 2.84949
H -3.01141 -2.90927 1.21707
H -3.01747 -2.77760 2.97487
H -0.87632 -3.41366 1.82717
H -0.25896 -2.54331 3.92969
H -0.92411 -0.98437 3.45857
H 1.55334 -2.25491 2.24004
H 1.51795 -0.92498 3.39996
H 0.10820 0.33423 1.86504
H 2.74464 0.09487 1.84928
H 2.82131 1.99751 1.11894
H 2.38641 -1.70659 0.09046
H 3.45335 -0.48491 -0.52579
H 3.00706 0.48841 -3.11363
H 2.15942 1.98246 -3.55888
H 1.38740 0.40589 -3.79945
H 0.39309 3.18039 -3.08708
H -1.85004 4.16265 -2.76385
H -3.41937 3.13115 -1.14730
Cl 0.94925 6.76020 0.58736
C 0.65495 5.15561 1.19651
C -0.29051 5.02392 2.21158
C -0.59950 3.78372 2.68477
I -1.91653 3.64499 4.28423
C -0.01433 2.56487 2.19588
O -0.39097 1.46192 2.71764
C 0.97363 2.76298 1.18604
N 1.96752 1.67357 0.66515
C 2.35134 1.79259 -0.81739
C 2.62727 3.20393 -1.18066
C 2.21702 4.22397 -0.45056
C 1.30163 4.05209 0.68858
H -0.76171 5.90718 2.62124
H 3.32380 1.30744 -0.84341
H 3.23547 3.35526 -2.06440
H 2.48513 5.23139 -0.73207
C -1.16277 -3.19708 -3.55969
O -1.30044 -3.90698 -2.34747
C -0.39558 -4.98486 -2.22723
C 1.00007 -4.56705 -1.85746
O 1.04626 -4.06536 -0.52102
C 2.12259 -4.62691 0.21609
H -1.28797 -3.86074 -4.42141
H -0.18878 -2.69945 -3.63807
H -1.94128 -2.43856 -3.58302
H -0.34014 -5.55687 -3.16220
H -0.78868 -5.64321 -1.45130
H 1.37439 -3.78715 -2.52680
H 1.65432 -5.43850 -1.95146
H 2.00182 -5.70740 0.32591
H 2.12713 -4.17664 1.20959
H 3.08429 -4.42660 -0.26707
*
```

## Properties
* HOMO level: -0.3693 Ha
* energy relative to the best compared isomer or geometry (same formula, charge and spin): 2.098 eV
* molecular weight: 786.71 g/mol
* electronic energy: -71167.084 eV
* LUMO level: -2.87 eV
* frontier orbital gap: 0.264 hartree
* largest force on an atom: 0.59 eV/Å

---

Record 2
DFT (wB97M-V/def2-TZVPD) results for one molecule with the formula C21H18N6O2S in a non-equilibrium geometry.

ORCA input file:
```
! RIJCOSX wB97M-V def2-TZVPD def2/J DEFGRID3
* xyz 0 1
C 0.48150 -3.73558 1.29084
C -0.38163 -2.65407 0.77710
N -0.19145 -2.04659 -0.32391
N -1.15662 -1.09461 -0.49405
C -1.23133 -0.29764 -1.60760
N -0.44677 -0.36670 -2.61774
C -0.77689 0.54694 -3.57798
C 0.00934 0.59518 -4.80324
C 1.08542 -0.27770 -4.95730
C 1.84413 -0.26184 -6.11087
C 1.55560 0.62100 -7.14346
C 2.36692 0.64307 -8.40271
C 0.48230 1.49263 -6.98665
C -0.28153 1.48427 -5.83779
C -1.85586 1.32277 -3.25122
S -2.49465 0.91345 -1.70539
C -2.05891 -1.04398 0.54717
O -2.99425 -0.28914 0.61924
C -1.58659 -2.11325 1.53254
N -1.22021 -1.63014 2.83898
N -0.71786 -0.47982 2.85569
C -0.40754 0.08081 4.07139
C 0.59358 1.05861 4.09347
C 0.89302 1.70222 5.27269
C 0.19830 1.40311 6.44533
C 0.56469 2.16135 7.67881
N 0.31545 1.52553 8.85100
O 1.05279 3.27062 7.64125
C -0.82438 0.45622 6.41315
C -1.12305 -0.20425 5.24148
H -0.09359 -4.65450 1.39908
H 0.86366 -3.46550 2.27486
H 1.30697 -3.90074 0.60529
H 1.31057 -0.96460 -4.15680
H 2.67428 -0.94680 -6.21204
H 3.19352 -0.06063 -8.34669
H 1.74473 0.38010 -9.25789
H 2.76831 1.64014 -8.57960
H 0.24457 2.18639 -7.78096
H -1.10871 2.17126 -5.74551
H -2.31457 2.10412 -3.82034
H -2.34702 -2.88670 1.68534
H 1.12924 1.27812 3.18309
H 1.66147 2.45925 5.31300
H 0.02631 0.56569 8.89408
H 0.58203 1.98742 9.70461
H -1.41084 0.25073 7.29718
H -1.92447 -0.92621 5.19307
*
```

## Properties
* structure (SMILES): CC1=NN(c2nc(-c3ccc(C)cc3)cs2)C(=O)[C@@H]1/N=N/c1ccc(C(N)=O)cc1
* HOMO level: -0.2852 Ha
* energy relative to the best compared isomer or geometry (same formula, charge and spin): 1.325 eV
* molecular weight: 418.48 g/mol
* electronic energy: -45939.214 eV
* LUMO level: -0.81 eV
* frontier orbital gap: 0.255 hartree
* largest force on an atom: 3.04 eV/Å

---

Record 3
DFT (wB97M-V/def2-TZVPD) results for a 2-piece molecular cluster, C4H7NO overall in a non-equilibrium geometry.

ORCA input file:
```
! RIJCOSX wB97M-V def2-TZVPD def2/J DEFGRID3
* xyz 0 1
C -1.19074 -1.01129 -1.44141
O -1.80651 0.02971 -0.65680
C -1.09004 1.07842 -0.40319
C 1.61166 0.74489 1.38724
C 1.47651 -0.61708 0.87571
N 1.34655 -1.68808 0.45744
H -0.14821 -0.75530 -1.63237
H -1.76623 -1.08835 -2.36567
H -1.26007 -1.93751 -0.86945
H -1.80022 1.70752 0.18958
H 0.79108 1.33753 0.97029
H 1.57678 0.74739 2.47925
H 2.55576 1.18020 1.05186
*
```

## Properties
* HOMO level: -0.3246 Ha
* energy relative to the best compared isomer or geometry (same formula, charge and spin): 4.169 eV
* molecular weight: 85.11 g/mol
* electronic energy: -7795.475 eV
* LUMO level: 0.65 eV
* frontier orbital gap: 0.349 hartree
* largest force on an atom: 1.15 eV/Å

---

Record 4
DFT (wB97M-V/def2-TZVPD) results for C21H14MnN4OS3 as an isolated structure.

ORCA input file:
```
! RIJCOSX wB97M-V def2-TZVPD def2/J DEFGRID3
* xyz 2 4
Mn -0.06518 0.01625 0.13177
S 0.74698 -3.15835 2.85524
C 0.29095 -2.14097 1.70966
S -1.05969 -1.00665 1.81038
S 1.05805 -1.81178 0.15041
C -6.18303 12.04489 0.54257
O -6.58369 10.85833 -0.17928
C -5.87473 9.77328 -0.13504
C -6.39128 8.67976 -0.89483
C -5.72933 7.49682 -0.91673
C -4.52040 7.33962 -0.18626
C -4.01296 8.43797 0.56637
C -4.66779 9.62924 0.59725
C -3.78470 6.12131 -0.17200
N -2.64292 5.94650 0.49439
C -2.26666 4.68250 0.25739
C -3.19239 4.03698 -0.57948
N -4.14392 4.96595 -0.83847
C -3.05423 2.67638 -1.00455
C -3.92562 1.95109 -1.83274
C -3.63071 0.64241 -2.13146
C -2.48447 0.05678 -1.59655
N -1.64669 0.72893 -0.81482
C -1.91604 2.02176 -0.52342
C -0.95292 2.67399 0.33671
N 0.08758 1.90118 0.72678
C 1.01072 2.42996 1.52154
C 0.94287 3.75120 1.96291
C -0.11584 4.54188 1.58070
C -1.09800 3.99561 0.74387
H -6.94556 12.78394 0.33166
H -5.21599 12.39552 0.18651
H -6.14600 11.84239 1.61145
H -7.31298 8.83002 -1.44111
H -6.14009 6.68407 -1.50080
H -3.09143 8.29972 1.11414
H -4.26999 10.45185 1.17326
H -4.96507 4.83987 -1.40675
H -4.82299 2.40627 -2.23240
H -4.28024 0.05425 -2.76362
H -2.24400 -0.97973 -1.79280
H 1.82468 1.78465 1.82525
H 1.72024 4.13320 2.60892
H -0.20362 5.56733 1.91452
*
```

## Properties
* HOMO level (spin up / spin down): -0.4740 / -0.4754 Ha
* molecular weight: 489.51 g/mol
* electronic energy: -93823.446 eV
* LUMO level (spin up / spin down): -7.04 / -9.24 eV
* frontier orbital gap (spin up / spin down): 0.215 / 0.136 hartree
* largest force on an atom: 0.78 eV/Å